(1)
Entry from the Open Molecules 2025 dataset: an isolated molecule of C17H21NO5 (wB97M-V/def2-TZVPD).

## Properties
- calculated total energy (eV) = -29698.593
- E_HOMO (eV) = -8.861
- SMILES string = CCCCCCOC(=O)c1ccccc1NC(=O)/C=C/C(=O)O
- Kohn-Sham gap (hartree) = 0.30490
- energy relative to the best compared isomer or geometry (same formula, charge and spin) (kcal/mol) = 2.9

Each line ends with the Mulliken charge.
CARTESIAN COORDINATES (ANGSTROEM)
C  -1.10  -0.24  -5.00  -1.3192
C  -0.55  0.94  -4.22  -0.0138
C  -1.56  1.55  -3.25  -0.6190
C  -2.02  0.58  -2.15  -0.2718
C  -2.94  1.26  -1.13  -0.8198
C  -2.20  2.12  -0.12  -0.8081
O  -1.43  1.31  0.78  -0.4825
C  -2.07  0.82  1.86  0.6699
O  -3.23  1.08  2.09  -0.6160
C  -1.24  -0.03  2.75  0.2627
C  -1.82  -0.29  4.00  -0.6211
C  -1.19  -1.07  4.94  -0.6762
C  0.04  -1.63  4.63  -0.5007
C  0.63  -1.40  3.41  -0.6522
C  0.01  -0.60  2.45  0.5006
N  0.60  -0.36  1.22  -0.0114
C  1.73  -0.91  0.68  0.5401
O  2.43  -1.75  1.21  -0.6846
C  2.02  -0.38  -0.68  -0.2416
C  3.03  -0.86  -1.41  -0.4926
C  3.32  -0.33  -2.75  0.4467
O  2.72  0.56  -3.30  -0.5866
O  4.36  -0.95  -3.32  -0.4507
H  -1.30  -1.09  -4.35  0.3247
H  -0.38  -0.56  -5.75  0.3980
H  -2.03  0.03  -5.50  0.3088
H  0.35  0.64  -3.68  -0.1597
H  -0.25  1.72  -4.92  0.4288
H  -2.44  1.89  -3.81  0.3107
H  -1.11  2.43  -2.79  0.2945
H  -2.57  -0.24  -2.62  0.3555
H  -1.15  0.16  -1.64  0.1542
H  -3.66  1.89  -1.65  0.4119
H  -3.50  0.50  -0.58  0.3796
H  -1.47  2.78  -0.60  0.3911
H  -2.91  2.71  0.47  0.4654
H  -2.78  0.15  4.20  0.4612
H  -1.65  -1.26  5.89  0.3995
H  0.55  -2.25  5.35  0.4163
H  1.59  -1.84  3.17  0.5023
H  0.10  0.31  0.65  0.4150
H  1.40  0.42  -1.07  0.3884
H  3.66  -1.65  -1.04  0.4481
H  4.54  -0.58  -4.20  0.3538

---

(2)
Entry from the Open Molecules 2025 dataset: a structure of composition C17H22AuN6 (wB97M-V/def2-TZVPD).

## Properties
- calculated total energy (eV) = -30589.753
- E_HOMO (eV) = -19.094
- charge = +3
- Kohn-Sham gap (hartree) = 0.26082
- energy relative to the best compared isomer or geometry (same formula, charge and spin) (kcal/mol) = 0.0

Each line ends with the Mulliken charge.
CARTESIAN COORDINATES (ANGSTROEM)
Au  -0.51  -0.16  0.26  1.2740
C  1.21  1.08  -1.90  -0.7924
C  -0.12  1.85  -1.91  -0.6125
N  -1.27  1.20  -1.15  -0.5911
C  -2.07  2.21  -0.35  -1.2408
C  -1.42  2.45  0.98  1.0936
C  -1.52  3.58  1.76  -0.9396
C  -0.95  3.57  3.03  -0.2488
C  -0.30  2.43  3.50  -0.9413
C  -0.22  1.33  2.68  1.1195
C  0.32  -0.03  3.04  -1.2651
N  0.80  -0.75  1.80  -0.4890
C  2.23  -0.36  1.43  -0.5771
C  2.50  -0.15  -0.06  -0.8189
N  1.63  0.92  -0.52  -0.2125
N  -0.75  1.38  1.45  0.1069
H  1.91  1.62  -2.54  0.4976
H  1.07  0.09  -2.35  0.3007
H  -0.46  2.01  -2.93  0.4602
H  0.03  2.84  -1.46  0.4382
H  -1.92  0.79  -1.82  0.3813
H  -3.07  1.79  -0.19  0.4432
H  -2.19  3.13  -0.94  0.5392
H  -2.06  4.45  1.40  0.5211
H  -1.02  4.45  3.66  0.4897
H  0.13  2.40  4.50  0.5197
H  -0.49  -0.62  3.48  0.4476
H  1.13  0.02  3.77  0.5079
H  0.78  -1.74  2.01  0.3626
H  2.88  -1.14  1.82  0.4575
H  2.46  0.56  1.98  0.3971
H  2.27  -1.06  -0.62  0.3068
H  3.57  0.04  -0.18  0.4903
H  1.78  1.80  -0.05  0.2774
N  -0.68  -6.38  -3.80  -0.2335
C  -0.63  -5.41  -3.19  -0.3928
C  -0.56  -4.21  -2.42  0.7443
C  -0.82  -2.97  -3.01  -0.9217
C  -0.75  -1.83  -2.23  0.0301
N  -0.44  -1.86  -0.92  -0.0800
C  -0.20  -3.06  -0.35  -0.0463
C  -0.25  -4.24  -1.06  -0.7813
H  -1.07  -2.89  -4.06  0.5463
H  -0.93  -0.87  -2.68  0.4854
H  0.02  -3.09  0.70  0.4092
H  -0.05  -5.18  -0.56  0.5374

---

(3)
Entry from the Open Molecules 2025 dataset: the ion C17H22BrN2O with charge +1 in a non-equilibrium geometry (wB97M-V/def2-TZVPD).

## Properties
- calculated total energy (eV) = -93049.460
- E_HOMO (eV) = -12.464
- charge = +1
- SMILES string = [H]/N=C(/C)Cc1cc2cccc(C[C@@H](C)Br)c2c[n+]1COC
- Kohn-Sham gap (hartree) = 0.29300

Each line ends with the Mulliken charge.
CARTESIAN COORDINATES (ANGSTROEM)
H  -4.87  -0.80  -2.37  0.2720
N  -4.19  -0.22  -2.86  -0.6933
C  -3.29  0.13  -2.05  0.3044
C  -2.12  0.98  -2.58  -0.9824
C  -3.27  -0.28  -0.54  -0.7001
C  -1.81  -0.62  -0.19  0.0516
C  -1.22  -1.60  -0.95  -0.6099
C  0.15  -1.95  -0.72  0.6193
C  0.83  -2.93  -1.48  -1.0946
C  2.15  -3.19  -1.23  -0.6565
C  2.88  -2.48  -0.21  -0.6071
C  2.25  -1.52  0.54  0.7883
C  3.02  -0.73  1.61  -1.2739
C  3.74  0.48  0.92  0.1527
C  2.85  1.31  -0.02  -1.1578
Br  4.32  1.70  2.36  -0.1271
C  0.85  -1.23  0.31  0.2226
C  0.16  -0.27  1.05  -0.0788
N  -1.13  0.03  0.81  0.2366
C  -1.76  1.06  1.65  -1.0824
O  -1.72  2.33  1.05  -0.2723
C  -1.40  3.33  2.04  -0.7419
H  -1.52  1.45  -1.79  0.2408
H  -1.44  0.27  -3.10  0.2686
H  -2.46  1.72  -3.32  0.4187
H  -3.91  -1.15  -0.35  0.5260
H  -3.66  0.58  0.04  0.2826
H  -1.83  -2.10  -1.71  0.5470
H  0.31  -3.49  -2.27  0.4597
H  2.72  -3.92  -1.81  0.3987
H  3.94  -2.68  -0.04  0.5007
H  2.38  -0.43  2.45  0.5622
H  3.81  -1.39  2.00  0.4700
H  4.61  0.10  0.35  0.4320
H  2.54  0.75  -0.92  0.3279
H  3.41  2.20  -0.38  0.4584
H  1.93  1.68  0.47  0.2184
H  0.67  0.29  1.83  0.3091
H  -1.18  1.09  2.59  0.6332
H  -2.80  0.81  1.92  0.4922
H  -0.33  3.29  2.29  0.2709
H  -1.95  3.12  2.98  0.3487
H  -1.69  4.31  1.62  0.2646

---

(4)
Entry from the Open Molecules 2025 dataset: a cluster of 3 separate species, C17H22ClFN4O5P in total (wB97M-V/def2-TZVPD).

## Properties
- calculated total energy (eV) = -58704.466
- E_HOMO (eV) = -12.563
- charge = +1
- Kohn-Sham gap (hartree) = 0.30454

Each line ends with the Mulliken charge.
CARTESIAN COORDINATES (ANGSTROEM)
C  -1.41  1.57  -0.20  -0.7083
N  -2.52  0.88  0.50  0.6539
N  -3.59  1.74  0.82  -0.7074
C  -2.45  -0.36  0.87  -0.1461
N  -1.36  -1.17  0.61  0.2194
C  -0.22  -1.06  1.57  -0.4450
C  -0.02  -2.32  2.41  -0.6680
C  0.17  -2.09  3.90  -0.4126
F  1.52  -2.07  4.21  -0.3151
N  -3.53  -0.91  1.56  -0.2286
P  -4.71  -1.88  0.70  0.2629
O  -3.83  -2.46  -0.55  -0.4017
Cl  -5.64  -0.41  -0.41  -0.2073
H  -1.86  2.40  -0.73  0.3229
H  -0.71  1.92  0.56  0.3678
H  -0.91  0.91  -0.89  0.1758
H  -4.46  1.23  0.69  0.2081
H  -3.51  1.99  1.80  0.2728
H  -1.03  -1.09  -0.36  0.2182
H  0.66  -0.84  0.98  0.4157
H  -0.36  -0.18  2.21  0.2866
H  0.87  -2.85  2.07  0.3510
H  -0.86  -3.00  2.24  0.3880
H  -0.28  -2.89  4.50  0.3065
H  -0.24  -1.13  4.22  0.2799
H  -3.19  -1.47  2.34  0.4595
H  -3.07  -3.00  -0.27  0.3491
C  0.57  -0.70  -4.31  -0.3828
C  1.02  -1.32  -5.39  -0.3811
C  1.18  -2.80  -5.43  0.2526
O  1.59  -3.37  -6.41  -0.4989
C  0.81  -3.56  -4.20  -0.3940
C  0.36  -2.93  -3.11  -0.3970
C  0.21  -1.46  -3.09  0.1930
O  -0.19  -0.88  -2.09  -0.3616
H  0.45  0.37  -4.25  0.4200
H  1.29  -0.80  -6.30  0.4189
H  0.93  -4.63  -4.25  0.4269
H  0.09  -3.46  -2.21  0.4369
C  3.58  4.54  2.38  -0.3907
C  2.61  3.66  2.62  -0.3181
C  2.14  2.74  1.56  0.3543
O  1.25  1.94  1.77  -0.4899
C  2.79  2.81  0.23  -0.2430
C  3.76  3.69  -0.01  -0.4524
C  4.23  4.63  1.05  0.2792
O  5.11  5.43  0.82  -0.5080
H  3.95  5.22  3.13  0.4097
H  2.13  3.57  3.58  0.4254
H  2.44  2.12  -0.52  0.4839
H  4.26  3.77  -0.97  0.4188

---

(5)
Entry from the Open Molecules 2025 dataset: an isolated molecule of C17H22ClN3O2 (wB97M-V/def2-TZVPD).

## Properties
- calculated total energy (eV) = -39074.701
- E_HOMO (eV) = -7.891
- SMILES string = O=C(C(=O)N1CCN(c2cccc(Cl)c2)CC1)N1CCCCC1
- Kohn-Sham gap (hartree) = 0.31530
- energy relative to the best compared isomer or geometry (same formula, charge and spin) (kcal/mol) = 6.9

Each line ends with the Mulliken charge.
CARTESIAN COORDINATES (ANGSTROEM)
O  1.91  0.33  -2.02  -0.6830
C  2.20  0.42  -0.83  0.5317
C  1.33  1.26  0.11  0.7376
O  1.79  2.24  0.66  -0.6941
N  0.05  0.87  0.24  -0.0171
C  -0.59  -0.22  -0.47  -0.4947
C  -1.57  0.38  -1.49  -1.3239
N  -2.54  1.24  -0.85  0.0799
C  -3.74  0.73  -0.38  1.1194
C  -4.74  1.60  0.07  -0.5909
C  -5.96  1.12  0.50  -0.5596
C  -6.24  -0.24  0.49  -0.6029
C  -5.26  -1.10  0.04  -0.0759
Cl  -5.56  -2.80  0.01  -0.2345
C  -4.02  -0.64  -0.39  -0.4662
C  -1.88  2.32  -0.15  -0.8297
C  -0.90  1.75  0.89  -0.9330
N  3.31  -0.10  -0.29  0.1855
C  3.64  0.01  1.12  -0.6249
C  4.57  -1.14  1.53  -0.7004
C  4.14  -2.41  0.81  -0.5640
C  4.37  -2.27  -0.70  -0.6194
C  4.27  -0.80  -1.12  -0.9000
H  0.16  -0.83  -0.98  0.4248
H  -1.13  -0.83  0.26  0.3985
H  -2.07  -0.40  -2.06  0.5006
H  -0.99  0.99  -2.19  0.4360
H  -4.58  2.66  0.06  0.4033
H  -6.72  1.81  0.83  0.3718
H  -7.20  -0.62  0.82  0.4276
H  -3.30  -1.37  -0.71  0.3470
H  -2.60  2.96  0.34  0.3350
H  -1.31  2.91  -0.88  0.3715
H  -0.34  2.55  1.37  0.5062
H  -1.45  1.19  1.65  0.3342
H  2.72  -0.04  1.70  0.4188
H  4.11  0.98  1.32  0.1832
H  5.61  -0.90  1.27  0.3606
H  4.52  -1.27  2.61  0.3757
H  3.08  -2.59  1.01  0.2807
H  4.70  -3.27  1.19  0.3713
H  5.36  -2.64  -0.97  0.3377
H  3.64  -2.87  -1.24  0.2971
H  3.93  -0.70  -2.15  0.3709
H  5.24  -0.30  -1.02  0.4076

---

(6)
Entry from the Open Molecules 2025 dataset: a structure of composition C17H22GaHoI2N2O3S2 in a non-equilibrium geometry (wB97M-V/def2-TZVPD).

## Properties
- calculated total energy (eV) = -143107.027
- E_HOMO (alpha / beta) (eV) = -20.231 / -20.234
- charge = +4
- Kohn-Sham gap (alpha / beta) (hartree) = 0.15303 / 0.15537
- multiplicity = 5

Each line ends with the Mulliken spin population.
CARTESIAN COORDINATES (ANGSTROEM)
I  -2.00  2.43  2.84  -0.0012
I  -3.86  2.91  0.82  -0.0156
Ho  -1.80  0.40  -1.73  4.0718
Ga  0.32  -0.24  0.22  -0.0061
S  -2.19  -0.51  0.56  -0.0241
S  -0.32  1.96  -0.46  -0.0196
C  0.65  -1.97  1.00  0.0017
C  -2.85  -2.21  0.53  -0.0008
C  0.79  2.94  -1.54  -0.0021
C  -4.33  -2.03  0.19  0.0003
C  -2.15  -3.21  -0.38  0.0001
C  -2.63  -2.50  2.02  0.0003
C  -0.08  3.99  -2.24  0.0002
C  1.61  2.11  -2.52  0.0015
C  1.63  3.54  -0.41  0.0005
C  -3.04  -1.12  -2.97  -0.0041
C  -1.42  1.17  -3.90  -0.0042
O  0.99  -2.95  1.52  0.0000
O  -3.71  -1.85  -3.53  0.0021
O  -1.25  1.62  -4.94  0.0027
H  -4.47  -1.76  -0.87  0.0000
H  -4.77  -1.24  0.81  -0.0001
H  -4.81  -2.98  0.39  -0.0001
H  -2.28  -2.97  -1.44  -0.0004
H  -2.63  -4.17  -0.17  0.0000
H  -1.08  -3.29  -0.15  -0.0002
H  -1.57  -2.55  2.26  0.0003
H  -3.11  -3.44  2.22  -0.0004
H  -3.09  -1.70  2.62  -0.0001
H  0.60  4.70  -2.71  0.0000
H  -0.71  4.51  -1.51  -0.0001
H  -0.72  3.55  -3.01  0.0001
H  2.30  2.82  -3.00  -0.0001
H  0.99  1.65  -3.31  -0.0007
H  2.18  1.33  -2.01  -0.0006
H  2.31  4.24  -0.87  -0.0004
H  2.17  2.75  0.12  -0.0001
H  0.97  4.06  0.30  -0.0001
N  6.08  -2.40  3.99  0.0000
C  5.15  -2.03  3.37  0.0000
C  4.09  -1.37  2.57  0.0000
C  3.12  -0.55  3.18  0.0000
C  2.30  0.27  2.40  0.0000
N  2.48  0.23  1.09  0.0000
C  3.31  -0.57  0.42  0.0003
C  4.12  -1.41  1.17  -0.0004
H  3.04  -0.47  4.22  0.0000
H  1.56  0.91  2.82  -0.0001
H  3.30  -0.57  -0.65  0.0000
H  4.83  -2.00  0.65  0.0000

---

Which of these has the lowest calculated total energy?
C17H22GaHoI2N2O3S2